# 1
ORCA calculation (the ωB97M-V functional and the def2-TZVPD basis) on a cluster of 5 separate species, C40H49BrN2O12 in total.

Atoms and positions in Å:
C1 -1.69269 0.27491 2.20083
C2 -0.19413 0.88551 2.11564
N1 0.72017 -0.07711 1.38287
C3 1.12498 -1.20509 2.25981
C4 1.45816 -2.56764 1.45697
C5 0.16780 -3.47996 1.19936
Br1 0.57822 -5.45387 1.32006
O1 -0.60393 -3.13825 0.04839
C6 0.14755 -3.19336 -1.18404
C7 0.60156 -1.78070 -1.76603
C8 -0.55027 -0.89996 -2.43680
C9 -1.96152 -0.94853 -1.71009
C10 -2.97883 0.23615 -2.04826
C11 -2.49625 1.29472 -3.12896
O2 -3.50732 2.36102 -3.15115
C12 -2.75384 3.57288 -3.47761
C13 -0.60665 -4.10036 -2.29696
N2 0.40136 -4.30164 -3.39252
O3 -0.91673 -5.41905 -1.78347
C14 -1.25920 -6.28047 -2.89703
C15 1.85654 0.75170 0.96552
C16 1.93279 1.39235 -0.51161
O4 2.81975 1.05954 1.72110
H1 -1.82494 -0.11094 3.27500
H2 -1.68484 -0.65871 1.54608
H3 -2.47980 1.03551 1.91000
H4 -0.17783 1.91669 1.60560
H5 0.25761 1.05985 3.15608
H6 2.02362 -1.00213 2.92306
H7 0.26383 -1.47786 2.97097
H8 2.08998 -2.36377 0.53800
H9 2.12943 -3.17143 2.16956
H10 -0.52146 -3.29382 2.09891
H11 1.11998 -3.77584 -0.97155
H12 1.42359 -1.97779 -2.54304
H13 1.06158 -1.18047 -0.92222
H14 -0.69486 -1.30576 -3.50580
H15 -0.11117 0.15666 -2.54888
H16 -1.80093 -0.93450 -0.57198
H17 -2.52319 -1.93246 -1.90307
H18 -3.95946 -0.23331 -2.42479
H19 -3.27375 0.79209 -1.09037
H20 -2.27107 0.87721 -4.15982
H21 -1.55544 1.79964 -2.69614
H22 -3.42682 4.36682 -3.93408
H23 -1.92701 3.29554 -4.22783
H24 -2.25360 4.02778 -2.55546
H25 -1.48996 -3.57299 -2.77672
H26 0.24854 -3.59119 -4.12547
H27 1.36198 -4.23492 -3.04033
H28 -1.78926 -5.69009 -3.72105
H29 -0.37721 -6.83487 -3.34924
H30 -1.99543 -7.05991 -2.52047
H31 2.08240 0.61199 -1.32089
H32 0.99545 2.00268 -0.73010
H33 2.84485 2.08681 -0.56824
C17 -6.36096 -7.04657 -3.36231
C18 -5.07587 -6.78855 -3.60653
C19 -4.62427 -6.33858 -4.94077
O5 -3.45143 -6.10466 -5.16533
C20 -5.65230 -6.18428 -5.99252
C21 -6.93731 -6.44230 -5.74830
C22 -7.38907 -6.89235 -4.41404
O6 -8.56084 -7.12588 -4.19011
H34 -6.70928 -7.37746 -2.39197
H35 -4.31079 -6.89552 -2.84780
H36 -5.30393 -5.85332 -6.96286
H37 -7.70254 -6.33523 -6.50699
C23 7.50166 2.22531 -1.61985
C24 8.36475 1.40912 -1.01451
C25 8.06921 0.82852 0.31332
O7 8.85666 0.08566 0.86666
C26 6.77974 1.18684 0.94230
C27 5.91696 2.00321 0.33674
C28 6.21229 2.58329 -0.99031
O8 5.42375 3.32660 -1.54422
H38 7.70160 2.65986 -2.59131
H39 9.31261 1.13607 -1.46138
H40 6.57916 0.75237 1.91368
H41 4.96848 2.27602 0.78381
C29 1.84437 3.77554 6.03807
C30 2.47933 4.94455 6.11927
C31 3.47692 5.34799 5.10463
O9 4.05724 6.41358 5.17977
C32 3.74103 4.40586 3.99668
C33 3.10587 3.23608 3.91460
C34 2.10850 2.83338 4.92952
O10 1.52473 1.76667 4.85653
H42 1.11163 3.46389 6.77234
H43 2.29684 5.64660 6.92353
H44 4.47322 4.71804 3.26257
H45 3.28818 2.53467 3.10946
C35 -2.38789 7.13618 4.54982
C36 -1.10257 7.19739 4.20027
C37 -0.38164 6.00030 3.71772
O11 0.79113 6.05399 3.40065
C38 -1.14036 4.73345 3.63616
C39 -2.42551 4.67198 3.98565
C40 -3.14698 5.86943 4.46831
O12 -4.31906 5.81478 4.78527
H46 -2.93145 8.00225 4.90591
H47 -0.53229 8.11650 4.25319
H48 -0.59630 3.86684 3.28008
H49 -2.99555 3.75259 3.93281

Cartesian forces (eV/Å) of the 2 atoms listed first:
C 1.46 -0.46 0.60
C -0.63 0.38 0.56

Computed properties:
max |F|: 4.02 eV/Å
electronic energy: -139858.1978 eV
total charge: 0
Kohn-Sham gap: 7.65 eV
multiplicity: 1

Here are the Löwdin charges for atoms 1 to 6, given in e: -0.067, -0.203, -0.104, -0.160, -0.160, -0.650

---

# 2
ORCA calculation (the ωB97M-V functional and the def2-TZVPD basis) on a structure of composition C40H49N5O5PSScTe.

Atoms and positions in Å:
Sc1 1.05504 1.53961 -0.87837
C1 2.10185 -2.67903 0.31296
C2 0.78221 -2.93976 -0.32134
C3 0.43086 -2.42017 -1.57442
C4 -0.79384 -2.62263 -2.13166
C5 -1.07495 -2.01130 -3.44979
C6 -1.74699 -3.37208 -1.46782
C7 -1.44093 -3.92035 -0.21582
C8 -2.43070 -4.75542 0.55631
C9 -0.14626 -3.77019 0.32370
H1 2.97213 -2.79060 -0.33643
H2 2.33824 -3.36823 1.08006
H3 2.12428 -1.70916 0.86893
H4 1.26159 -2.01480 -2.18457
H5 -0.19857 -1.41331 -3.80451
H6 -1.95715 -1.36411 -3.43915
H7 -1.12797 -2.76531 -4.18513
H8 -2.76337 -3.49527 -1.81683
H9 -3.16728 -5.19284 -0.03945
H10 -2.83572 -4.12716 1.36578
H11 -1.83565 -5.55279 1.09703
H12 -0.01046 -4.14528 1.33881
C10 2.73527 2.86302 3.63492
N1 1.91490 1.68765 3.53276
C11 1.40981 1.22261 4.82368
C12 1.43319 1.30805 2.33296
N2 1.78562 1.76417 1.16544
N3 0.43610 0.33563 2.42446
C13 -0.38840 -0.05824 1.43087
N4 -1.41427 -0.84414 1.78703
N5 -0.16562 0.26526 0.17720
H13 3.28195 2.85082 4.60948
H14 2.05359 3.75477 3.60232
H15 3.51905 2.99066 2.86442
H16 2.26114 1.17327 5.45040
H17 0.92784 0.29702 4.69313
H18 0.63302 1.97724 5.30252
H19 2.45955 2.46477 1.18630
H20 0.68240 -0.42804 3.04923
H21 -1.22230 -1.33707 2.63850
H22 -1.70394 -1.53253 1.06334
H23 -0.92229 -0.23039 -0.26728
O1 -0.61123 2.90070 -1.05778
P1 -1.48232 3.55112 -2.13190
C14 -1.44591 2.62065 -3.54614
C15 -0.26231 2.41647 -4.21970
C16 -0.24495 1.73212 -5.43465
C17 -1.52808 1.37218 -5.94023
C18 -2.69479 1.56668 -5.25718
C19 -2.67982 2.21337 -4.04155
C20 -3.12910 3.81169 -1.50582
C21 -4.05122 4.50020 -2.31405
C22 -5.32576 4.66125 -1.78433
C23 -5.67740 4.10020 -0.57264
C24 -4.78221 3.39496 0.18937
C25 -3.47500 3.27812 -0.28504
C26 -0.95533 5.25442 -2.51597
C27 -1.24857 6.00933 -3.63311
C28 -0.67506 7.27070 -3.74115
C29 0.08287 7.81326 -2.70824
C30 0.26024 7.03946 -1.54133
C31 -0.17670 5.75456 -1.46124
H24 0.68746 2.81018 -3.76152
H25 0.64641 1.45934 -5.97452
H26 -1.55386 0.85368 -6.84842
H27 -3.68553 1.31008 -5.71121
H28 -3.59981 2.30481 -3.54524
H29 -3.81903 5.00286 -3.22054
H30 -6.02203 5.31930 -2.27643
H31 -6.71269 4.32699 -0.11958
H32 -5.07685 3.04315 1.19809
H33 -2.70240 2.70805 0.24866
H34 -1.78370 5.54666 -4.49124
H35 -0.86209 7.85465 -4.66811
H36 0.34842 8.82572 -2.81640
H37 0.94271 7.39030 -0.80783
H38 0.14162 5.21292 -0.56086
O2 3.02151 2.42928 -3.80760
S1 3.12891 1.95957 -2.43078
O3 4.39445 1.67930 -1.86203
O4 2.31456 2.96466 -1.54523
O5 2.29174 0.62968 -2.22849
C32 3.76474 -7.55942 2.54020
C33 2.98571 -6.30108 2.82741
C34 1.58159 -6.25208 2.76924
C35 0.80321 -5.20753 3.33262
C36 -0.70205 -5.50610 3.51214
C37 1.53594 -4.13754 3.89860
Te1 0.46799 -2.61705 4.92866
C38 2.93587 -4.12244 3.73627
C39 3.71170 -3.00769 4.29335
C40 3.65903 -5.15393 3.22901
H39 3.31213 -8.24789 1.88528
H40 4.05508 -8.06148 3.47474
H41 4.76143 -7.24236 2.07855
H42 1.04056 -7.17665 2.42863
H43 -1.38614 -4.63002 3.42262
H44 -0.91444 -5.91936 4.56567
H45 -1.12864 -6.19818 2.84002
H46 3.27337 -2.08126 3.94618
H47 4.68144 -3.03538 3.87089
H48 3.55780 -2.99384 5.36146
H49 4.75352 -5.07570 3.19049

Cartesian forces (eV/Å) of the 2 atoms listed first:
Sc -0.01 0.76 -0.30
C 0.66 0.89 0.32

Computed properties:
max |F|: 3.03 eV/Å
electronic energy: -108085.8462 eV
ΔE to the lowest compared entry with this formula, charge and spin: 1.8903 eV
total charge: 0
Kohn-Sham gap: 5.88 eV
multiplicity: 1

Here are the Löwdin charges for atoms 1 to 6, given in e: 0.976, -0.020, -0.246, -0.042, -0.312, -0.048

---

# 3
ORCA calculation (the ωB97M-V functional and the def2-TZVPD basis) on a structure of composition C40H50AsBrClNO6P2S2Si3Ti.

Atoms and positions in Å:
Ti1 -1.30244 1.48858 -0.98275
S1 -1.20469 1.90423 -4.12851
P1 -0.35340 0.18276 -3.66280
C1 -0.44599 -0.28313 -2.01342
P2 0.81648 -1.13862 -1.22778
S2 1.90662 -0.18882 0.12617
C2 1.95219 -2.04013 -2.38735
C3 1.45884 -3.03238 -3.23430
C4 2.31248 -3.75045 -4.05663
C5 3.67514 -3.47853 -4.04970
C6 4.17033 -2.48219 -3.22199
C7 3.31381 -1.76990 -2.39167
C8 0.15696 -2.67838 -0.42302
C9 -0.95595 -3.33334 -0.93675
C10 -1.43857 -4.49439 -0.34902
C11 -0.81372 -5.01186 0.77672
C12 0.30114 -4.36666 1.29704
C13 0.78583 -3.21208 0.69709
C14 -1.20212 -1.04978 -4.75066
C15 -1.03658 -1.06161 -6.13622
C16 -1.76838 -1.92994 -6.93082
C17 -2.70990 -2.77882 -6.35861
C18 -2.92300 -2.73494 -4.98943
C19 -2.17199 -1.87537 -4.19653
C20 1.37481 0.25200 -4.28883
C21 2.13973 1.30169 -3.77480
C22 3.46035 1.46032 -4.16209
C23 4.03257 0.58426 -5.07678
C24 3.28050 -0.46260 -5.58722
C25 1.96062 -0.63271 -5.18787
H1 0.39514 -3.23867 -3.26147
H2 1.91214 -4.51828 -4.70900
H3 4.34522 -4.03687 -4.69385
H4 5.22915 -2.25004 -3.22522
H5 3.68752 -0.99426 -1.73382
H6 -1.45774 -2.90139 -1.78970
H7 -2.31443 -4.98411 -0.76062
H8 -1.19651 -5.90833 1.25121
H9 0.79012 -4.75985 2.18137
H10 1.63841 -2.68445 1.10875
H11 -0.34365 -0.36673 -6.59428
H12 -1.61741 -1.93370 -8.00438
H13 -3.28789 -3.45183 -6.98150
H14 -3.68190 -3.36234 -4.53536
H15 -2.35720 -1.79614 -3.13324
H16 1.69125 1.98853 -3.06598
H17 4.04224 2.27302 -3.74445
H18 5.06619 0.70992 -5.37989
H19 3.72586 -1.16786 -6.27993
H20 1.40278 -1.48091 -5.56035
O1 -0.10389 4.93717 -2.23309
Cl1 0.26202 4.21477 -1.02298
O2 1.64046 4.55351 -0.65628
O3 0.30289 2.72869 -1.39938
O4 -1.33045 1.81913 0.61521
Br1 -2.15593 -1.27413 1.42826
C26 -3.41763 -0.87786 0.08101
C27 -4.54102 -1.68044 -0.04604
C28 -5.51819 -1.28922 -0.94907
C29 -5.36886 -0.09301 -1.62927
C30 -4.20926 0.63338 -1.43135
N1 -3.21387 0.20808 -0.64511
C31 -4.00211 2.03235 -1.98146
O5 -4.91433 2.56486 -2.59312
O6 -2.86695 2.52190 -1.65910
H21 -4.63720 -2.57126 0.55663
H22 -6.40433 -1.89790 -1.08257
H23 -6.11797 0.31185 -2.29417
C32 0.19309 -1.63055 5.06060
Si1 1.15846 -0.00989 5.08958
C33 2.95546 -0.42431 4.70822
C34 1.09646 0.59493 6.87944
As1 0.32391 1.23913 3.30663
Si2 -1.59022 2.29742 4.21215
C35 -1.41683 2.99557 5.96260
C36 -2.97511 1.03122 4.29259
C37 -2.20454 3.69298 3.12561
Si3 1.85290 3.04579 3.36552
C38 1.16450 4.56531 2.50405
C39 2.37769 3.59478 5.09858
C40 3.37606 2.46098 2.43953
H24 0.58972 -2.34344 5.79054
H25 0.26183 -2.07807 4.06541
H26 -0.86624 -1.47388 5.27771
H27 3.25205 -1.30110 5.29255
H28 3.63520 0.39258 4.95733
H29 3.08355 -0.65525 3.64817
H30 1.79025 -0.04134 7.44076
H31 0.10437 0.47511 7.31588
H32 1.40622 1.63188 7.00758
H33 -1.25763 2.21581 6.70685
H34 -2.35381 3.50814 6.20811
H35 -0.60454 3.72045 6.04807
H36 -2.73083 0.16152 4.90707
H37 -3.20851 0.68027 3.28730
H38 -3.86594 1.51086 4.71200
H39 -1.66300 4.62533 3.28658
H40 -3.25968 3.86590 3.36234
H41 -2.13421 3.40837 2.07300
H42 0.80807 5.29280 3.23952
H43 0.34980 4.33150 1.82050
H44 1.95521 5.02177 1.90465
H45 1.52675 3.96347 5.67572
H46 3.09405 4.41693 4.99251
H47 2.86296 2.80223 5.67009
H48 3.09866 1.83675 1.59042
H49 4.04621 1.89026 3.08859
H50 3.92323 3.32307 2.04781

Cartesian forces (eV/Å) of the 2 atoms listed first:
Ti 0.28 0.42 0.09
S -0.12 -0.19 0.03

Computed properties:
max |F|: 0.65 eV/Å
electronic energy: -286471.7416 eV
ΔE to the lowest compared entry with this formula, charge and spin: 2.1287 eV
total charge: -2
Kohn-Sham gap: 6.19 eV
multiplicity: 1

Here are the Löwdin charges for atoms 1 to 6, given in e: 0.754, 0.349, 0.359, -0.611, 0.387, 0.263

---

# 4
ORCA calculation (the ωB97M-V functional and the def2-TZVPD basis) on a structure of composition C40H50EuN4O2P2.

Atoms and positions in Å:
Eu1 -0.62593 0.56484 -0.61444
C1 1.38888 0.30167 2.20073
C2 0.39954 -0.69498 2.81854
P1 -1.14099 -0.84037 1.79143
C3 -0.99441 -2.37365 0.79554
C4 -0.08448 -3.40538 1.00077
C5 -0.12105 -4.53490 0.19527
C6 -1.07322 -4.65168 -0.80641
C7 -1.99537 -3.63462 -1.00939
C8 -1.95107 -2.49710 -0.21845
C9 -2.39655 -1.28251 3.04611
C10 -2.65233 -0.36631 4.06834
C11 -3.59916 -0.64546 5.04018
C12 -4.30575 -1.83899 4.99472
C13 -4.06779 -2.74633 3.97485
C14 -3.11769 -2.47321 2.99967
P2 1.85948 -0.23812 0.48366
C15 2.59359 1.29414 -0.22286
C16 3.84790 1.31802 -0.82879
C17 4.29565 2.46574 -1.46893
C18 3.49501 3.59774 -1.51678
C19 2.23701 3.58161 -0.92919
C20 1.78304 2.43519 -0.29670
C21 3.26190 -1.34204 0.82958
C22 3.23887 -2.66227 0.38902
C23 4.28700 -3.51712 0.70008
C24 5.36060 -3.05740 1.44773
C25 5.38977 -1.73900 1.88626
C26 4.34584 -0.88207 1.58196
H1 2.28498 0.39856 2.81385
H2 0.91280 1.28334 2.13820
H3 0.08611 -0.34141 3.80170
H4 0.85583 -1.67430 2.97277
H5 0.63950 -3.35759 1.80366
H6 0.58492 -5.33737 0.36905
H7 -1.10851 -5.54794 -1.41251
H8 -2.76655 -3.74458 -1.76263
H9 -2.71949 -1.73584 -0.32603
H10 -2.09877 0.56706 4.11923
H11 -3.78421 0.06457 5.83551
H12 -5.03865 -2.06333 5.75814
H13 -4.61544 -3.67874 3.93606
H14 -2.93962 -3.19287 2.21326
H15 4.48341 0.44283 -0.78296
H16 5.27691 2.47851 -1.92512
H17 3.85268 4.49830 -1.99870
H18 1.61606 4.46860 -0.96050
H19 0.80842 2.46343 0.19658
H20 2.40151 -3.01455 -0.19959
H21 4.26877 -4.54461 0.35939
H22 6.17675 -3.72515 1.68924
H23 6.22830 -1.38161 2.46960
H24 4.38108 0.14664 1.92032
C27 -3.22967 2.16829 -3.21042
N1 -2.04902 2.60191 -3.93638
C28 -0.79840 2.52669 -3.45501
N2 0.19691 3.01521 -4.21566
O1 -0.53724 2.01444 -2.34114
H25 -3.99602 1.88570 -3.92772
H26 -3.62806 2.96141 -2.57476
H27 -2.98828 1.30174 -2.60179
H28 -2.19896 3.08250 -4.80698
H29 0.03379 3.47793 -5.09212
H30 1.13958 2.98426 -3.86851
C29 -1.86249 -1.81823 -4.41582
C30 -0.92948 -1.47722 -3.30777
O2 -1.26822 -0.69613 -2.41405
C31 0.43170 -2.03486 -3.33202
C32 0.68213 -3.33601 -3.76770
C33 1.97911 -3.81825 -3.80880
C34 3.03999 -2.98786 -3.47331
C35 2.80336 -1.67698 -3.07826
C36 1.50623 -1.20921 -2.98711
H31 -2.75280 -1.19514 -4.37869
H32 -2.17243 -2.86356 -4.32518
H33 -1.36634 -1.72622 -5.38178
H34 -0.13807 -3.98300 -4.05233
H35 2.16648 -4.83642 -4.12210
H36 4.05585 -3.35485 -3.54078
H37 3.63748 -1.02477 -2.85429
H38 1.32205 -0.16873 -2.74077
C37 -1.09065 4.86683 1.32059
C38 -1.62489 3.74234 2.20185
C39 -3.07372 4.01203 2.60848
C40 -0.74790 3.59118 3.44062
N3 -1.49177 2.44088 1.47766
N4 -2.33990 2.29765 0.31033
H39 -1.04485 5.78771 1.90176
H40 -1.73713 5.06877 0.46287
H41 -0.08175 4.64222 0.96901
H42 -3.12034 4.90251 3.23546
H43 -3.48351 3.17931 3.18646
H44 -3.71585 4.19620 1.74528
H45 -0.75860 4.51484 4.01806
H46 0.28558 3.37673 3.16367
H47 -1.11653 2.79316 4.09063
H48 -1.82107 1.73941 2.13161
H49 -2.24405 3.16672 -0.20426
H50 -3.31733 2.26154 0.59013

Cartesian forces (eV/Å) of the 2 atoms listed first:
Eu -0.36 0.44 0.24
C -0.06 -0.11 -0.13

Computed properties:
max |F|: 1.57 eV/Å
electronic energy: -90244.2056 eV
ΔE to the lowest compared entry with this formula, charge and spin: 0.1383 eV
total charge: +2
Kohn-Sham gap (alpha / beta): 7.32 / 8.20 eV
multiplicity: 8

Here are the Löwdin charges for atoms 1 to 6, given in e: 1.384, -0.380, -0.353, 0.960, -0.422, -0.087